[1]
Molecular formula: C12H28IO3P2Yb
Method: DFT, ωB97M-V with the def2-TZVPD basis set

## Properties
expectation value of S²	0.75
LUMO (alpha / beta)	-6.641 / -9.459	eV

The geometry in ORCA input format:
```
! RIJCOSX wB97M-V def2-TZVPD def2/J DEFGRID3
* xyz 2 2
C -0.064 -1.096 -3.794
C 0.249 -0.877 -2.349
H 0.287 -0.236 -4.381
H -1.150 -1.222 -3.937
H 0.435 -1.999 -4.158
O 0.145 0.201 -1.770
I 0.861 -2.620 -1.348
Yb -1.166 -0.179 2.543
P 2.760 -0.538 -0.211
C 2.994 1.244 0.142
C 3.845 -1.315 1.044
H 4.859 -0.908 0.930
H 4.923 -0.434 -1.244
H 3.846 -2.400 0.883
H 3.848 -1.545 -2.162
H 2.582 1.508 1.124
H 3.447 -1.095 2.044
C 3.909 -0.585 -1.641
H 4.071 1.465 0.103
H 3.655 0.227 -2.335
H 2.466 1.808 -0.638
P -2.591 -0.052 0.167
C -3.425 1.571 0.252
C -3.131 -0.575 -1.484
H -3.240 -1.988 1.517
H -4.601 -1.153 0.737
H -3.894 -0.460 2.238
C -3.672 -0.997 1.297
H -2.707 -1.558 -1.733
H -4.230 -0.630 -1.498
H -4.509 1.429 0.121
H -3.037 2.191 -0.570
H -2.788 0.159 -2.229
H -3.232 2.091 1.204
C -0.356 1.365 0.795
O -0.063 2.327 0.221
C 0.153 3.145 4.163
C -1.245 2.606 4.428
C -2.350 3.594 4.115
O -1.437 1.418 3.685
H 0.231 3.485 3.121
H 0.917 2.373 4.324
H 0.393 3.996 4.810
H -1.306 2.347 5.495
H -2.286 3.913 3.068
H -3.330 3.135 4.272
H -2.279 4.486 4.747
*
```


[2]
Molecular formula: C12H12F4INO7S3
Method: DFT, ωB97M-V with the def2-TZVPD basis set

## Properties
LUMO	-0.768	eV

The geometry in ORCA input format:
```
! RIJCOSX wB97M-V def2-TZVPD def2/J DEFGRID3
* xyz 0 1
C 1.956 -2.751 1.058
C 2.155 -1.555 0.542
C 1.305 -0.316 0.880
S 1.312 -0.284 2.726
O 0.391 -1.230 3.223
O 1.191 1.034 3.216
F 2.728 -0.782 3.097
C -0.122 -0.525 0.343
F -0.674 -1.643 0.753
F -0.837 0.440 0.987
C -0.411 -0.284 -1.177
N -0.250 -1.346 -2.138
C 0.231 -2.443 -1.931
S 0.395 -3.958 -1.669
O -1.736 0.125 -1.224
C -2.697 -0.890 -1.518
C -4.082 -0.367 -1.052
C -4.134 1.142 -0.820
O 0.260 0.879 -1.677
S 1.859 0.862 -1.542
O 2.321 2.073 -2.094
O 2.481 -0.290 -2.096
C 2.044 0.919 0.274
I 4.131 0.996 0.787
C 1.369 2.296 0.652
C 2.257 3.350 1.272
O 2.790 4.245 0.658
F 2.383 3.305 2.605
H 2.371 -3.594 0.535
H 1.467 -2.958 1.994
H 2.974 -1.467 -0.144
H -2.783 -1.069 -2.581
H -2.523 -1.814 -0.983
H -4.844 -0.697 -1.744
H -4.302 -0.847 -0.102
H -3.845 1.675 -1.716
H -5.143 1.404 -0.528
H -3.504 1.397 0.019
H 0.536 2.172 1.333
H 0.979 2.798 -0.218
*
```


Table of energy (hartree), in record order: -2838.2249; -2937.5025
Table of strongest force on any atom (eV/Å), in record order: 4.78; 3.41